# 1
Entry from OMol25: a 2-piece molecular cluster, C5H7NO3S overall (ωB97M-V/def2-TZVPD).

As for the energy above the lowest of the compared OMol25 structures with the same formula, charge and spin: 132.00 kcal per mole. The energy comes out at -23759.7469 eV. Its LUMO energy (alpha / beta) is -0.46 / -1.38 eV. The calculation puts the HOMO-LUMO gap (alpha / beta) at 0.2820 / 0.2314 Eh.

Geometry as XYZ:
```
17
Properties=species:S:1:pos:R:3:forces:R:3:lowdin_charge:R:1
C -1.178 1.129 0.058 0.5 -2.9 -0.5 -0.058
C -2.125 0.174 0.199 -1.4 -0.9 -1.2 -0.589
C 0.279 0.848 -0.129 -0.3 2.5 -0.6 -0.229
C 0.611 -0.581 -0.008 0.0 0.7 1.8 -0.304
C -0.200 -1.431 -0.899 -1.4 1.6 -0.9 -0.483
N -5.117 -0.099 -0.107 2.3 1.1 1.2 -0.249
O -3.371 0.466 0.546 0.8 -0.1 1.0 -0.095
O -5.031 -0.628 -1.136 -1.3 -0.4 -0.2 0.186
O -5.777 0.213 0.810 -0.3 -0.8 -1.4 0.191
S -1.829 -1.601 -0.220 -1.5 0.6 1.4 0.923
H -1.443 2.108 0.149 -1.0 2.6 0.3 0.085
H 0.556 1.298 -1.107 0.1 -0.2 0.3 0.129
H 0.741 1.510 0.628 0.4 -0.6 -0.3 0.128
H 1.635 -0.769 0.098 1.9 -0.3 -1.1 0.101
H 0.376 -0.715 1.032 -0.7 -1.0 0.7 0.110
H -0.501 -0.895 -1.827 1.3 -0.6 0.0 0.095
H 0.185 -2.396 -1.022 0.5 -1.3 -0.6 0.060
```
Forces are in eV/Å.

***

# 2
Entry from OMol25: the molecule C5H7NO4 (ωB97M-V/def2-TZVPD).

As for the energy above the lowest of the compared OMol25 structures with the same formula, charge and spin: 35.86 kcal per mole. The energy comes out at -14976.6271 eV. As for the SMILES: COC(=O)[C@H]1COC(=O)N1. Its LUMO energy is 0.38 eV. The calculation puts the HOMO-LUMO gap at 0.3912 Eh.

Geometry as XYZ:
```
17
Properties=species:S:1:pos:R:3:forces:R:3:lowdin_charge:R:1
C -1.216 0.674 2.701 1.7 2.8 -1.8 -0.093
O -1.560 -0.307 1.760 0.1 -1.2 -0.4 -0.078
C -0.637 -0.852 0.879 -0.6 3.0 2.2 -0.430
O -0.916 -1.861 0.372 0.0 -2.3 -1.4 0.201
C 0.544 0.044 0.503 1.6 -1.2 0.5 -0.207
C 1.627 -0.790 -0.336 -6.7 3.5 -2.5 0.026
O 1.301 -0.361 -1.726 0.7 -0.2 1.8 0.058
C 0.538 0.764 -1.681 -0.4 0.7 -4.3 -0.524
O 0.263 1.354 -2.753 0.5 -1.4 3.8 0.056
N 0.163 1.054 -0.394 -3.9 3.2 -2.4 0.095
H -0.802 1.651 2.004 -1.4 -2.1 2.4 0.136
H -0.308 0.362 3.299 -1.4 0.4 -0.2 0.101
H -2.170 0.910 3.260 1.5 -0.1 -0.5 0.109
H 1.117 0.618 1.237 -0.5 -1.0 1.1 0.144
H 1.520 -1.778 -0.249 -0.5 -3.8 0.2 0.091
H 2.471 -0.439 -0.037 5.7 2.0 1.2 0.066
H -0.811 1.660 -0.383 3.5 -2.3 0.3 0.251
```
Forces are in eV/Å.

***

# 3
Entry from OMol25: the molecule C5H7NO4S (ωB97M-V/def2-TZVPD).

As for the energy above the lowest of the compared OMol25 structures with the same formula, charge and spin: 59.94 kcal per mole. The energy comes out at -25810.1555 eV. As for the SMILES: C[C@@]1(C#[N+][O-])CCS(=O)(=O)O1. Its LUMO energy is 0.38 eV. The calculation puts the HOMO-LUMO gap at 0.3850 Eh.

Geometry as XYZ:
```
18
Properties=species:S:1:pos:R:3:forces:R:3:lowdin_charge:R:1
C -0.535 -0.413 -1.667 0.0 0.2 0.1 -0.019
C -0.535 -0.316 -0.133 0.7 -0.5 -0.8 -0.481
C -1.555 -1.333 0.345 0.8 2.2 0.4 0.111
N -2.473 -1.738 0.928 1.1 -0.2 -1.0 -0.115
O -3.355 -2.372 1.384 -1.3 -0.4 0.9 0.058
C 0.891 -0.645 0.442 -0.1 -0.3 0.0 -0.123
C 1.584 0.635 0.902 -0.4 0.6 -0.3 -0.166
S 0.604 2.012 0.209 -0.7 -1.9 0.3 0.699
O 0.397 3.081 1.119 -0.2 -0.1 0.2 -0.247
O 0.981 2.301 -1.137 0.0 -0.2 0.0 -0.261
O -0.788 1.048 0.236 0.1 0.8 0.2 -0.183
H -1.528 -0.186 -2.044 -0.1 0.0 0.0 0.098
H -0.252 -1.415 -1.984 0.0 -0.1 0.0 0.096
H 0.162 0.319 -2.072 0.0 -0.1 0.0 0.076
H 0.795 -1.340 1.278 0.1 0.1 -0.1 0.122
H 1.473 -1.136 -0.339 -0.1 0.0 0.1 0.122
H 1.526 0.785 1.976 0.1 0.0 0.0 0.106
H 2.609 0.716 0.556 0.0 0.1 0.0 0.108
```
Forces are in eV/Å.

***

# 4
Entry from OMol25: a 2-piece molecular cluster, C5H7NO5 overall (ωB97M-V/def2-TZVPD).

As for the energy above the lowest of the compared OMol25 structures with the same formula, charge and spin: 42.92 kcal per mole. The energy comes out at -17018.9730 eV. Its LUMO energy (alpha / beta) is 0.77 / -1.33 eV. The calculation puts the HOMO-LUMO gap (alpha / beta) at 0.1625 / 0.3046 Eh. The spin multiplicity is 3.

Geometry as XYZ:
```
18
Properties=species:S:1:pos:R:3:forces:R:3:lowdin_spin:R:1
C 1.902 1.159 0.916 -0.2 2.3 0.7 0.008
C 0.425 1.260 -1.015 -2.3 0.6 -1.9 0.049
C 3.085 0.632 0.933 1.1 -0.9 1.6 0.010
C -0.959 -0.876 0.216 6.0 4.1 4.5 0.589
C -2.086 -0.869 -0.514 -7.4 -3.0 -4.5 0.540
N 1.336 1.236 -0.312 2.8 -0.6 2.7 0.024
O -0.240 1.438 -1.934 -2.4 0.1 -2.1 0.033
O -1.006 -0.201 1.443 1.4 -1.5 -2.2 0.171
O 0.180 -1.453 -0.252 -2.4 -1.5 0.4 0.155
O -3.274 -0.344 -0.157 1.0 0.7 0.8 0.173
O -2.166 -1.300 -1.820 0.6 0.6 1.1 0.154
H 1.520 1.842 1.705 0.1 -0.8 -0.6 0.001
H 3.753 0.681 1.732 0.5 0.3 1.7 0.001
H 3.459 -0.018 0.222 0.4 -0.8 -2.0 0.001
H -1.769 -0.448 1.987 -0.9 -0.4 0.3 0.054
H 0.899 -0.859 -0.138 1.2 0.8 0.4 0.013
H -3.751 -0.215 -0.986 -0.3 0.2 -0.2 0.017
H -1.307 -1.665 -2.024 0.6 -0.2 -0.6 0.007
```
Forces are in eV/Å.

***

# 5
Entry from OMol25: an isolated ion of composition C5H7NO6 and charge -2 (ωB97M-V/def2-TZVPD).

As for the energy above the lowest of the compared OMol25 structures with the same formula, charge and spin: 7.44 kcal per mole. The energy comes out at -19067.7867 eV. The charge is -2. Its LUMO energy (alpha / beta) is 6.17 / 5.76 eV. The calculation puts the HOMO-LUMO gap (alpha / beta) at 0.1045 / 0.1985 Eh. The spin multiplicity is 3.

Geometry as XYZ:
```
19
Properties=species:S:1:pos:R:3:forces:R:3:lowdin_spin:R:1
C -2.821 0.174 0.120 1.1 -0.3 0.1 0.099
C 1.086 -0.230 -0.719 0.0 -1.4 0.3 0.037
C 2.178 0.018 0.487 -0.4 -1.1 -3.1 0.101
C -1.350 0.615 -0.165 -1.0 -5.4 2.1 0.368
C -0.320 -0.637 -0.197 -2.9 0.5 2.5 0.032
N 2.203 1.300 1.008 0.6 2.8 -0.8 0.737
O -3.775 0.782 -0.375 -0.6 1.3 -0.6 0.065
O 2.239 2.306 -0.072 -0.3 -1.2 1.3 0.062
O -3.022 -0.888 0.843 1.1 -0.5 0.1 0.057
O -0.962 1.619 -0.722 1.2 4.6 -2.2 0.303
O -0.193 -1.192 1.182 -0.5 -0.2 -0.1 0.032
O -0.987 -1.723 -0.882 2.5 0.2 -1.5 0.034
H 1.012 0.502 -1.543 0.0 0.4 1.2 0.003
H 1.381 -1.106 -1.291 0.6 -0.6 0.3 0.001
H 1.839 -0.494 1.348 -0.2 -1.4 0.6 0.003
H 3.223 -0.403 0.154 -1.5 0.9 0.5 0.053
H 1.286 2.530 -0.095 -0.1 -0.1 -0.3 0.012
H -1.143 -1.450 1.438 1.3 1.0 -0.8 0.001
H -1.873 -1.723 -0.521 -0.8 0.3 0.6 0.002
```
Forces are in eV/Å.

***

# 6
Entry from OMol25: the molecule C5H7NOS (ωB97M-V/def2-TZVPD).

As for the energy above the lowest of the compared OMol25 structures with the same formula, charge and spin: 71.42 kcal per mole. The energy comes out at -19668.5055 eV. As for the SMILES: SCC1=NO[C@@H]2C[C@H]12. Its LUMO energy is 0.71 eV. The calculation puts the HOMO-LUMO gap at 0.3562 Eh.

Geometry as XYZ:
```
15
Properties=species:S:1:pos:R:3:forces:R:3:lowdin_charge:R:1
S -2.392 1.265 -1.229 -0.7 -0.1 0.4 0.730
C -1.326 1.427 0.229 1.0 -0.1 0.1 -0.493
C -0.496 0.202 0.451 -1.3 -1.1 1.4 -0.351
N -0.603 -0.429 1.587 -0.1 1.3 -1.6 0.105
O 0.139 -1.572 1.541 0.7 -1.1 -0.4 -0.083
C 0.815 -1.663 0.272 0.3 0.3 0.7 -0.211
C 1.800 -0.522 0.048 0.2 -1.2 -0.4 -0.029
C 0.396 -0.492 -0.516 -0.4 1.2 0.0 -0.182
H -1.547 1.682 -2.149 0.5 0.2 -0.3 -0.162
H -0.602 2.225 0.094 -0.2 0.5 -0.2 0.079
H -1.917 1.676 1.117 0.0 -0.3 -0.3 0.084
H 0.898 -2.672 -0.126 0.1 0.2 0.3 0.151
H 2.605 -0.673 -0.669 -0.2 -0.1 0.3 0.105
H 2.036 0.052 0.937 -0.1 0.1 -0.2 0.117
H 0.194 -0.504 -1.587 0.1 0.1 0.4 0.140
```
Forces are in eV/Å.

***

Among the records above, which one has the highest energy?
C5H7NO4

***

Look up the energy of the fifth one.
-19067.7867 eV